1.
ORCA calculation (wB97M-V/def2-TZVPD) on a structure of composition C17H29INNdO2P2 in a non-equilibrium geometry.

Geometry as ORCA input:
```
! wB97M-V def2-TZVPD RIJCOSX def2/J DEFGRID3
* xyz 0 4
C -0.835 3.787 -1.243
C -1.055 2.507 -0.684
N -0.140 2.025 0.254
C 0.851 2.805 0.735
C 1.033 4.084 0.257
C 0.203 4.543 -0.764
C -2.165 1.733 -1.088
P -2.766 0.173 -0.482
Nd -0.507 -0.080 1.176
P 2.248 0.479 1.664
C 1.753 2.283 1.837
C 0.243 -2.575 0.583
C -0.905 -3.086 1.369
C -0.938 -4.386 1.781
C 0.104 -5.281 1.504
C 1.138 -4.857 0.687
C 1.133 -3.613 0.040
O -0.885 2.261 -5.670
O 1.399 -1.322 -3.746
H -1.513 4.130 -2.034
H 1.873 4.647 0.638
H 0.371 5.536 -1.169
C -4.345 0.555 0.377
C -3.236 -0.767 -1.976
H 2.694 2.846 1.852
H 1.280 2.411 2.823
H -1.214 1.447 -6.055
H -2.704 2.193 -1.933
C 3.062 0.203 3.271
C 3.674 0.644 0.551
H -1.783 -2.447 1.519
H -1.768 -4.729 2.396
H 0.088 -6.279 1.932
H 1.948 -5.554 0.508
H 1.944 -3.366 -0.652
H -0.202 -1.771 -0.026
H 0.815 -2.086 -3.469
H 1.695 -1.046 -2.874
H 0.070 2.123 -5.574
H 1.009 -1.941 1.131
H -5.105 0.792 -0.381
H -4.679 -0.346 0.917
H -4.179 1.364 1.108
H -4.206 -0.396 -2.341
H -2.443 -0.667 -2.737
H -3.328 -1.825 -1.684
H 4.495 1.171 1.058
H 3.990 -0.369 0.267
H 3.393 1.184 -0.361
H 3.961 0.829 3.353
H 2.368 0.415 4.094
H 3.342 -0.857 3.320
I -1.276 0.476 3.938
*
```

The calculation puts the lowest unoccupied orbital energy (spin up / spin down) at -0.3 / -0.3 eV. The maximum force is 2.37 eV/A. Its expectation value of S² is 3.763.

***

2.
ORCA calculation (wB97M-V/def2-TZVPD) on a cluster of 2 separate species, CH7N2O in total in a non-equilibrium geometry.

Geometry as ORCA input:
```
! wB97M-V def2-TZVPD RIJCOSX def2/J DEFGRID3
* xyz 2 2
N 0.438 0.382 -1.983
H 0.420 -0.601 -2.377
H 1.348 0.445 -1.444
H -0.514 -0.501 -0.544
H 0.696 1.003 -2.818
C -0.931 -0.044 1.119
N 0.177 -0.207 1.796
O -1.259 -0.628 0.021
H -1.516 0.775 1.606
H 0.366 0.382 2.630
H 0.775 -1.007 1.993
*
```

The calculation puts the lowest unoccupied orbital energy (spin up / spin down) at -9.5 / -16.0 eV. The maximum force is 6.13 eV/A. Its expectation value of S² is 0.753.

***

3.
ORCA calculation (wB97M-V/def2-TZVPD) on a structure of composition C34H57CrN3O2SSi in a non-equilibrium geometry.

Geometry as ORCA input:
```
! wB97M-V def2-TZVPD RIJCOSX def2/J DEFGRID3
* xyz 1 4
O 0.649 -2.360 -1.083
O -1.239 -1.819 -3.743
C 1.980 -2.543 -1.844
C 2.948 -3.343 -1.023
H 2.325 -1.529 -2.067
H 1.665 -3.021 -2.769
H 3.212 -2.846 -0.085
H 3.879 -3.463 -1.584
H 2.554 -4.343 -0.813
C -0.249 -3.554 -0.950
C -0.101 -4.408 -2.167
H -1.250 -3.127 -0.852
H 0.041 -4.061 -0.029
H -0.355 -3.838 -3.064
H -0.785 -5.259 -2.107
H 0.908 -4.813 -2.263
C -2.625 -1.662 -3.420
C -0.742 -1.170 -4.912
C -3.341 -2.990 -3.563
H -3.099 -0.888 -4.048
H -2.657 -1.332 -2.368
H -3.337 -3.333 -4.605
H -4.386 -2.888 -3.255
H -2.876 -3.761 -2.935
C -1.035 -1.977 -6.164
H 0.343 -1.088 -4.750
H -1.160 -0.149 -4.989
H -0.683 -3.010 -6.059
H -0.520 -1.526 -7.014
H -2.107 -1.982 -6.382
H 0.588 -1.557 -0.432
N 1.562 1.266 1.975
C 1.519 2.513 2.472
C 0.387 3.329 2.330
C -0.912 2.877 2.100
C 2.719 3.059 3.183
H 3.635 2.982 2.580
H 2.893 2.549 4.142
H 2.535 4.117 3.397
C -2.046 3.850 2.251
H -2.587 3.703 3.198
H -2.766 3.777 1.423
H -1.631 4.867 2.260
N -1.188 1.578 1.841
C 2.695 0.417 2.251
C 3.688 0.223 1.267
C 3.643 0.920 -0.058
C 4.754 -0.631 1.552
H 5.510 -0.780 0.780
C 4.852 -1.253 2.791
H 5.694 -1.918 2.999
C 3.887 -1.035 3.765
H 3.956 -1.499 4.751
C 2.806 -0.191 3.517
C 1.803 0.018 4.615
C -2.460 1.052 2.232
C -3.392 0.678 1.245
C -3.080 0.852 -0.206
C -4.657 0.248 1.644
H -5.380 -0.013 0.873
C -4.984 0.163 2.993
H -5.978 -0.172 3.291
C -4.054 0.522 3.965
H -4.300 0.471 5.027
C -2.783 0.961 3.604
C -1.815 1.337 4.683
Cr 0.142 0.513 0.886
H 3.316 0.235 -0.855
H 4.649 1.264 -0.342
H 2.979 1.793 -0.065
H 1.186 0.904 4.447
H 2.307 0.154 5.584
H 1.137 -0.852 4.715
H -3.792 0.281 -0.813
H -2.064 0.502 -0.457
H -3.152 1.903 -0.528
H -0.834 0.880 4.516
H -2.186 0.973 5.649
H -1.689 2.425 4.786
H 0.505 4.380 2.583
C 0.323 0.330 -1.184
Si 0.342 1.942 -2.130
H 1.274 -0.149 -1.427
H -0.471 -0.305 -1.604
C 1.615 1.786 -3.513
C 0.806 3.470 -1.140
C -1.317 2.277 -2.942
H -1.806 1.357 -3.291
H -1.142 2.925 -3.815
H -1.997 2.800 -2.256
H 2.584 1.434 -3.129
H 1.763 2.780 -3.960
H 1.275 1.095 -4.297
H 1.677 3.325 -0.484
H -0.034 3.819 -0.522
H 1.057 4.265 -1.862
S -0.897 -2.628 3.877
C -0.470 -1.862 2.578
N -0.156 -1.209 1.606
*
```

The calculation puts the lowest unoccupied orbital energy (spin up / spin down) at -2.9 / -2.5 eV. The maximum force is 2.67 eV/A. Its expectation value of S² is 3.807.

***

4.
ORCA calculation (wB97M-V/def2-TZVPD) on an isolated molecule of C7H10N4O2 in a non-equilibrium geometry.

Geometry as ORCA input:
```
! wB97M-V def2-TZVPD RIJCOSX def2/J DEFGRID3
* xyz 0 3
C 1.908 1.389 2.493
C 1.844 0.503 0.515
C 0.433 0.897 -1.681
C 1.110 -0.026 -0.661
C -0.863 0.040 -1.613
C -2.253 0.677 -1.656
C -1.016 -2.330 0.895
N 3.111 1.011 2.170
N 3.056 0.400 0.989
N 1.004 1.076 1.506
N -0.266 -0.478 -0.413
O 0.729 2.014 -1.934
O -0.322 -1.914 -0.193
H 1.646 1.938 3.333
H 1.720 -0.837 -1.137
H -0.820 -0.875 -2.393
H -2.162 1.759 -1.477
H -2.796 0.054 -0.893
H -2.675 0.620 -2.639
H -0.818 -3.425 0.710
H -2.088 -2.120 0.904
H -0.600 -1.766 1.809
H 0.120 1.394 1.365
*
```

The calculation puts the lowest unoccupied orbital energy (spin up / spin down) at 0.4 / -4.0 eV. The maximum force is 5.36 eV/A. Its expectation value of S² is 2.012.

***

5.
ORCA calculation (wB97M-V/def2-TZVPD) on an isolated molecule of C5H5FO3 in a non-equilibrium geometry.

Geometry as ORCA input:
```
! wB97M-V def2-TZVPD RIJCOSX def2/J DEFGRID3
* xyz 0 1
C 0.296 1.667 0.354
C 0.040 0.142 0.186
C 0.896 -0.585 1.365
O 0.517 -1.353 2.184
F 2.159 -0.130 1.389
O -1.293 -0.278 0.285
C -1.506 -1.107 -0.806
C -0.434 -1.066 -1.619
O 0.541 -0.227 -1.118
H 1.430 1.830 0.361
H -0.295 2.090 1.207
H 0.020 2.084 -0.615
H -2.345 -1.724 -0.627
H -0.023 -1.344 -2.546
*
```

Its SMILES is CC1(C(=O)F)OC=CO1. The calculation puts the lowest unoccupied orbital energy at 0.9 eV. The maximum force is 2.32 eV/A.

***

6.
ORCA calculation (wB97M-V/def2-TZVPD) on a cluster of 2 separate species, C4H12N2O2 in total in a non-equilibrium geometry.

Geometry as ORCA input:
```
! wB97M-V def2-TZVPD RIJCOSX def2/J DEFGRID3
* xyz 0 1
C -0.118 0.466 1.712
N -0.427 0.267 0.306
C -0.064 -1.016 -0.278
C -1.328 1.168 -0.221
O -1.515 2.250 0.298
C -2.123 0.757 -1.436
N -2.062 1.780 -2.464
H 0.682 -0.206 2.030
H -0.992 0.243 2.334
H 0.173 1.482 1.955
H 0.670 -0.856 -1.060
H 0.475 -1.646 0.429
H -0.926 -1.548 -0.663
H -3.172 0.599 -1.151
H -1.874 -0.228 -1.842
H -1.256 2.384 -2.487
H -2.282 1.465 -3.392
O 5.405 -2.469 1.583
H 5.681 -1.746 2.166
H 5.052 -3.147 2.181
*
```

Its SMILES is CN(C)C(=O)CN.O. The calculation puts the lowest unoccupied orbital energy at 0.6 eV. The maximum force is 1.15 eV/A.

***

Copy entry 6 word for word.
ORCA calculation (wB97M-V/def2-TZVPD) on a cluster of 2 separate species, C4H12N2O2 in total in a non-equilibrium geometry.

Geometry as ORCA input:
```
! wB97M-V def2-TZVPD RIJCOSX def2/J DEFGRID3
* xyz 0 1
C -0.118 0.466 1.712
N -0.427 0.267 0.306
C -0.064 -1.016 -0.278
C -1.328 1.168 -0.221
O -1.515 2.250 0.298
C -2.123 0.757 -1.436
N -2.062 1.780 -2.464
H 0.682 -0.206 2.030
H -0.992 0.243 2.334
H 0.173 1.482 1.955
H 0.670 -0.856 -1.060
H 0.475 -1.646 0.429
H -0.926 -1.548 -0.663
H -3.172 0.599 -1.151
H -1.874 -0.228 -1.842
H -1.256 2.384 -2.487
H -2.282 1.465 -3.392
O 5.405 -2.469 1.583
H 5.681 -1.746 2.166
H 5.052 -3.147 2.181
*
```

Its SMILES is CN(C)C(=O)CN.O. The calculation puts the lowest unoccupied orbital energy at 0.6 eV. The maximum force is 1.15 eV/A.